(1)
Below is the molecule C31H39N3O6S, with properties calculated with ωB97M-V/def2-TZVPD.

Each line ends with the Löwdin charge.
Positions of all 80 atoms, in Å:
C  -5.70908  -1.31469  0.26008  -0.07
O  -5.35787  -0.06500  0.79811  -0.10
C  -4.24566  0.57345  0.30712  -0.18
C  -3.36247  -0.02624  -0.58375  0.02
C  -2.21842  0.63194  -1.01379  -0.16
C  -1.30392  -0.07629  -1.98669  -0.11
C  -1.10638  -1.57890  -1.69474  -0.45
O  -0.96755  -2.37849  -2.59624  0.08
N  -1.06041  -1.88147  -0.38640  0.13
C  -0.88328  -3.21989  0.17640  -0.57
C  -2.07813  -4.09488  -0.21271  -0.02
C  -0.80801  -3.05462  1.69309  -0.03
C  0.41491  -3.83074  -0.35377  -0.02
N  0.02356  0.53250  -2.10600  0.06
C  0.21918  1.39091  -3.13641  -0.42
O  -0.65135  1.64472  -3.94228  0.08
C  1.58173  2.08293  -3.29918  -0.05
N  2.44812  2.16791  -2.15311  0.05
C  2.08350  2.84670  -1.04007  -0.51
O  1.03472  3.46083  -0.95776  0.07
C  3.03440  2.78507  0.07738  -0.43
C  2.80742  3.25474  1.34176  -0.10
C  3.88196  3.01884  2.21990  -0.17
C  4.91631  2.37665  1.61604  -0.39
S  4.60065  2.05009  -0.03769  1.07
C  1.02909  0.05334  -1.23130  -0.23
C  0.95983  0.30363  0.13486  -0.01
C  1.93369  -0.19776  0.97786  -0.03
C  2.99136  -0.95954  0.49348  -0.24
C  4.01542  -1.51294  1.45427  -0.38
C  5.43485  -1.50297  0.88796  -0.07
C  3.61845  -2.93661  1.85963  -0.06
C  3.03724  -1.22194  -0.87102  -0.03
C  2.06921  -0.72624  -1.72505  0.00
C  -1.97105  1.92918  -0.59223  0.04
C  -2.85920  2.55774  0.27138  -0.18
O  -2.71974  3.82888  0.72283  -0.06
C  -1.73500  4.64574  0.12724  -0.07
C  -4.00003  1.88107  0.74551  -0.13
O  -4.76252  2.58369  1.63757  -0.05
C  -6.16237  2.41335  1.63081  -0.07
H  -6.65405  -1.57968  0.73263  0.10
H  -5.84759  -1.26609  -0.82426  0.10
H  -4.96407  -2.08214  0.49647  0.08
H  -3.55744  -1.01970  -0.95317  0.11
H  -1.74470  -0.00249  -2.99208  0.16
H  -1.23685  -1.13601  0.26947  0.13
H  -1.95537  -5.09911  0.18308  0.09
H  -2.15093  -4.15019  -1.29525  0.08
H  -3.00164  -3.67550  0.18161  0.07
H  0.02849  -2.41133  1.95903  0.07
H  -0.66697  -4.02161  2.16819  0.09
H  -1.72513  -2.61298  2.07840  0.09
H  0.36034  -3.92751  -1.43378  0.08
H  1.25714  -3.19086  -0.10356  0.06
H  0.57118  -4.81316  0.08334  0.09
H  1.33307  3.09644  -3.63503  0.14
H  2.11207  1.57917  -4.10934  0.14
H  3.27961  1.59943  -2.13388  0.10
H  1.89240  3.74691  1.61643  0.12
H  3.88664  3.31371  3.25369  0.10
H  5.85500  2.07765  2.03906  0.07
H  0.15514  0.90537  0.52898  0.12
H  1.87494  0.01596  2.03620  0.13
H  4.00096  -0.88477  2.35275  0.13
H  5.68180  -0.52454  0.48240  0.04
H  5.54778  -2.24360  0.10063  0.08
H  6.14666  -1.74151  1.67500  0.08
H  3.60388  -3.58761  0.98824  0.08
H  4.33139  -3.33583  2.57730  0.08
H  2.62985  -2.94600  2.31310  0.07
H  3.83081  -1.82835  -1.27868  0.12
H  2.10568  -0.95147  -2.78056  0.13
H  -1.10422  2.45805  -0.95328  0.09
H  -1.89248  4.73515  -0.95141  0.11
H  -0.72381  4.27186  0.30080  0.07
H  -1.84890  5.62280  0.59392  0.10
H  -6.56146  2.41380  0.61295  0.10
H  -6.55958  3.27043  2.17472  0.09
H  -6.46281  1.49055  2.13279  0.09

Results
ΔE to the lowest compared entry with this formula, charge and spin: 0.0 kcal per mole
multiplicity: 1
maximum force: 0.7 eV/A
structure (SMILES): COc1cc([C@H](C(=O)NC(C)(C)C)N(C(=O)CNC(=O)c2cccs2)c2ccc(C(C)C)cc2)cc(OC)c1OC

=====

(2)
Below is a structure of composition C31H39N4O6PS5Y, with properties calculated with ωB97M-V/def2-TZVPD.

Each line ends with the Löwdin charge.
Positions of all 87 atoms, in Å:
Y  0.01401  0.06800  -0.55341  1.42
C  -3.87116  -2.60360  0.03093  -0.49
C  -2.55743  -3.38498  -0.16358  -0.46
S  -1.47420  -2.51912  -1.32461  0.80
C  -0.05986  -3.64347  -1.46026  -0.46
C  0.64720  -3.37777  -2.79472  -0.48
S  0.56446  -1.64528  -3.37684  0.82
C  -0.95230  -1.73861  -4.38677  -0.53
C  -1.60515  -0.37902  -4.55010  -0.48
S  -2.02117  0.49336  -3.01240  0.83
C  -3.82091  0.31850  -2.84915  -0.50
C  -4.30781  -0.93329  -2.14073  -0.54
S  -3.84062  -0.83332  -0.39181  0.85
H  -4.16982  -2.64988  1.07599  0.08
H  -4.67731  -3.04217  -0.55496  0.08
H  -2.76210  -4.36416  -0.59248  0.09
H  -2.01786  -3.50020  0.76683  0.04
H  -0.41549  -4.67175  -1.41434  0.09
H  0.59695  -3.45445  -0.61452  0.06
H  0.23278  -3.98434  -3.59745  0.08
H  1.70815  -3.60796  -2.71265  0.08
H  -1.62354  -2.44349  -3.90854  0.04
H  -0.66264  -2.11998  -5.36691  0.09
H  -2.51561  -0.46782  -5.14301  0.09
H  -0.92785  0.29649  -5.07848  0.07
H  -4.23906  0.39701  -3.85291  0.08
H  -4.12232  1.20731  -2.29189  0.07
H  -3.86716  -1.82863  -2.58028  0.06
H  -5.39456  -0.99830  -2.21073  0.09
O  4.74568  0.18458  2.51252  0.07
C  4.15346  -0.96642  2.91375  -0.25
C  4.60952  -1.60394  4.06773  -0.02
C  4.02487  -2.76925  4.52574  -0.07
C  2.96151  -3.33003  3.83196  -0.08
C  2.50861  -2.70595  2.68683  -0.02
C  3.07615  -1.52282  2.20126  -0.06
C  2.48642  -0.98991  0.94810  -0.43
O  1.43202  -1.54492  0.45965  -0.17
N  3.09849  0.02144  0.36539  0.08
N  2.36981  0.53133  -0.65945  -0.09
C  3.03485  1.16648  -1.54113  -0.06
C  2.34643  1.86772  -2.61875  -0.28
C  3.07703  2.65995  -3.49378  0.00
C  2.41086  3.40035  -4.45278  -0.04
C  1.02809  3.33096  -4.49439  -0.04
C  0.37920  2.50471  -3.59009  -0.19
N  1.00946  1.76399  -2.67398  0.06
H  5.47235  0.37448  3.11368  0.11
H  5.44344  -1.16724  4.60915  0.12
H  4.40738  -3.24293  5.42139  0.11
H  2.50126  -4.24805  4.17497  0.11
H  1.69515  -3.13554  2.12033  0.10
H  4.11594  1.22228  -1.45191  0.14
H  4.15563  2.69761  -3.40026  0.12
H  2.95759  4.02708  -5.14574  0.12
H  0.45416  3.90154  -5.21405  0.11
H  -0.70108  2.43649  -3.59489  0.04
C  0.67681  4.04879  -0.40141  -0.15
P  -1.03260  3.52252  -0.23747  0.62
C  -1.50114  4.13046  1.38595  -0.17
C  -2.01350  4.54103  -1.34472  -0.15
O  -1.25461  2.06251  -0.62399  -0.53
H  0.78201  5.05708  0.00494  0.07
H  0.98505  4.04968  -1.44375  0.04
H  1.30609  3.36810  0.17428  0.06
H  -1.47279  5.21989  1.31811  0.07
H  -0.79652  3.79428  2.14136  0.05
H  -2.50115  3.79707  1.65166  0.06
H  -1.97963  5.58880  -1.04578  0.06
H  -3.04480  4.18667  -1.30450  0.07
H  -1.64536  4.44253  -2.36721  0.05
O  -0.76710  -2.90716  2.11259  0.06
C  -0.76356  -1.72442  2.36842  -0.48
N  -0.97549  -0.69215  1.46349  -0.18
S  -0.90632  0.73068  2.20194  0.63
O  -2.15566  1.43372  2.18697  -0.28
O  0.24106  1.42592  1.57496  -0.39
C  -0.52297  0.17265  3.81751  -0.21
C  -0.31258  0.87567  4.98751  -0.02
C  -0.08681  0.12398  6.13297  -0.05
C  -0.08687  -1.27110  6.08816  -0.04
C  -0.30848  -1.95150  4.89807  0.01
C  -0.52526  -1.20494  3.75671  -0.13
H  -0.31929  1.95830  5.01201  0.12
H  0.08729  0.63036  7.07424  0.11
H  0.08890  -1.82915  6.99988  0.11
H  -0.30665  -3.03333  4.84564  0.13

Results
ΔE to the lowest compared entry with this formula, charge and spin: 12.3 kcal per mole
multiplicity: 1
maximum force: 0.9 eV/A
total charge: +1

=====

(3)
Below is a structure of composition C31H40BN7O2S4SnTe, with properties calculated with ωB97M-V/def2-TZVPD.

Each line ends with the Löwdin charge.
Positions of all 87 atoms, in Å:
Sn  0.55829  -2.23773  1.06235  0.43
C  4.20012  -1.63126  0.11039  -0.06
C  4.68656  -0.79499  -1.07339  -0.55
C  6.01444  -0.14573  -0.68437  -0.07
C  4.92113  -1.66683  -2.31274  -0.05
N  3.71196  0.28517  -1.39920  0.00
C  4.05415  1.62901  -1.45090  -0.09
C  2.95101  2.31488  -1.76452  -0.12
N  1.90265  1.43199  -1.91973  0.01
B  0.50472  2.05319  -2.14984  -0.60
N  -0.13677  2.67202  -0.89679  0.04
C  -1.19271  3.54237  -1.08727  -0.10
C  -1.60566  3.99155  0.10131  -0.09
N  -0.80172  3.41098  1.07158  -0.01
C  0.13390  2.60302  0.44546  -0.72
S  1.43157  1.84041  1.19966  0.63
C  -1.05334  3.51796  2.53141  -0.56
C  -2.32463  4.33763  2.74766  -0.07
C  -1.26882  2.13011  3.14335  -0.06
C  0.11160  4.24735  3.20837  -0.06
N  -0.36819  1.03721  -2.99624  0.07
C  0.25239  0.78529  -4.20503  -0.11
C  -0.44594  -0.12915  -4.88271  -0.07
N  -1.52549  -0.48690  -4.09558  0.00
C  -1.46562  0.24607  -2.93341  -0.53
S  -2.81495  0.14874  -1.82496  0.36
C  -2.52473  -1.51526  -4.50131  -0.55
C  -2.08954  -2.11265  -5.84143  -0.07
C  -3.90369  -0.87239  -4.68767  -0.06
C  -2.56645  -2.66061  -3.48495  -0.04
C  2.36583  0.15848  -1.69405  -0.69
S  1.52637  -1.29434  -1.90392  0.56
H  5.00227  -2.28292  0.46509  0.09
H  3.36192  -2.26209  -0.16469  0.02
H  3.88458  -0.99005  0.93564  0.09
H  6.71989  -0.93531  -0.42766  0.08
H  5.89236  0.50070  0.18766  0.09
H  6.43666  0.43417  -1.50868  0.07
H  5.63169  -2.46200  -2.07191  0.08
H  5.32536  -1.06224  -3.13075  0.08
H  3.98565  -2.12011  -2.63064  0.04
H  5.03928  1.99912  -1.24347  0.10
H  2.80083  3.37529  -1.87298  0.12
H  0.68543  2.97386  -2.92808  0.11
H  -1.57399  3.75101  -2.07236  0.12
H  -2.42116  4.65330  0.32014  0.10
H  -3.17952  3.86466  2.26057  0.09
H  -2.21050  5.35563  2.36661  0.08
H  -2.51980  4.39686  3.81829  0.08
H  -2.03830  1.59121  2.58796  0.04
H  -1.58989  2.23054  4.18422  0.08
H  -0.35445  1.54359  3.11042  0.03
H  0.22524  5.25141  2.78882  0.08
H  1.03637  3.69585  3.06318  0.02
H  -0.08917  4.33733  4.28028  0.08
H  1.17410  1.27332  -4.46796  0.12
H  -0.22403  -0.57161  -5.83333  0.10
H  -2.07619  -1.36868  -6.64116  0.08
H  -2.79951  -2.89339  -6.11157  0.08
H  -1.10560  -2.57630  -5.75381  0.09
H  -3.82984  0.04095  -5.28335  0.09
H  -4.35425  -0.62316  -3.73058  0.03
H  -4.56063  -1.57712  -5.20375  0.08
H  -1.56219  -3.03137  -3.26990  0.09
H  -3.16217  -3.48299  -3.88959  0.08
H  -3.00108  -2.35737  -2.53821  0.05
O  2.89011  -3.25876  4.61256  -0.01
C  2.09384  -2.93036  3.72448  -0.64
O  2.31313  -2.86658  2.47646  -0.22
C  0.69178  -2.55812  4.17929  -0.19
C  0.46852  -2.16272  5.51364  0.00
C  -0.79163  -1.84456  5.91992  -0.02
C  -1.86503  -1.98554  5.00832  -0.16
C  -3.21618  -1.78022  5.36445  -0.06
C  -4.21022  -1.92401  4.43508  -0.10
C  -3.89785  -2.30043  3.11426  -0.07
C  -2.59958  -2.52022  2.74293  -0.02
C  -1.55460  -2.35618  3.67760  -0.20
N  -0.26782  -2.59223  3.28057  0.01
H  1.32593  -2.11486  6.16960  0.11
H  -0.99400  -1.50031  6.92816  0.11
H  -3.45297  -1.52171  6.39105  0.10
H  -5.24349  -1.75524  4.71483  0.09
H  -4.68455  -2.42493  2.38122  0.10
H  -2.34835  -2.84849  1.74023  0.06
Te  -0.01694  -4.64321  0.08756  -0.32
S  -2.42795  0.38100  0.11179  -0.02

Results
ΔE to the lowest compared entry with this formula, charge and spin: 38.5 kcal per mole
multiplicity: 1
maximum force: 0.8 eV/A
total charge: -2

=====

(4)
Below is a cluster of 4 separate species, C31H40Cl2N5O5P in total at a distorted geometry, with properties calculated with ωB97M-V/def2-TZVPD.

Each line ends with the Löwdin charge.
Positions of all 84 atoms, in Å:
C  -5.78057  4.47136  1.50246  -0.06
C  -5.19791  3.34914  0.57575  -0.26
O  -3.76411  3.39377  0.72679  -0.21
P  -3.00036  2.04351  0.25637  0.54
O  -3.83754  0.82842  0.23795  -0.26
C  -1.66189  1.80832  1.48380  -0.19
C  -0.93113  0.47593  1.24482  -0.18
C  0.31004  0.22426  2.17748  -0.32
C  1.51177  0.56334  1.32876  -0.13
N  2.42658  0.81778  0.70378  0.25
C  0.39085  1.19954  3.40617  -0.13
O  0.90300  2.48704  3.03271  -0.05
C  2.10509  2.77437  3.67289  -0.51
C  1.99037  3.60288  4.96471  0.03
O  3.15809  2.45202  3.25332  0.16
C  0.48692  -1.27108  2.58290  -0.25
C  0.09876  -2.15642  1.43269  -0.19
N  -0.23481  -2.82955  0.58006  0.20
C  -0.34216  -1.75218  3.80294  -0.61
Cl  -2.01916  -1.10957  3.83545  0.79
C  0.27723  -1.49404  5.20110  -0.75
C  -0.46451  -2.37729  6.26975  -0.12
Cl  2.02449  -1.87255  5.28645  0.67
O  -2.22879  2.36648  -1.12555  -0.20
C  -2.81947  1.76954  -2.29783  -0.27
C  -1.94285  0.62520  -2.83442  -0.07
H  -6.33345  3.99383  2.32630  0.07
H  -6.45460  5.14833  0.97043  0.07
H  -4.93998  4.99068  1.98057  0.07
H  -5.63997  2.40465  0.90066  0.10
H  -5.48133  3.62145  -0.45055  0.12
H  -0.93774  2.62545  1.29358  0.11
H  -2.02572  1.96709  2.50495  0.10
H  -1.68144  -0.32117  1.33487  0.07
H  -0.57060  0.44462  0.20683  0.12
H  1.15132  0.76142  4.07700  0.12
H  -0.57511  1.30464  3.90784  0.11
H  2.77338  3.28731  5.65872  0.09
H  2.18001  4.64927  4.68856  0.10
H  0.97726  3.47062  5.36431  0.08
H  1.56525  -1.44456  2.71012  0.13
H  -0.42991  -2.84390  3.70400  0.12
H  0.04670  -0.45762  5.47500  0.08
H  -1.33236  -2.89176  5.84349  0.06
H  -0.74449  -1.77116  7.13938  0.08
H  0.24955  -3.13461  6.61425  0.06
H  -3.86940  1.47953  -2.18214  0.11
H  -2.80102  2.54948  -3.07694  0.12
H  -1.61945  -0.06296  -2.04220  0.07
H  -2.44445  0.06563  -3.63407  0.08
H  -1.02846  1.04877  -3.27928  0.08
C  4.08635  -0.96592  -3.32673  -0.09
C  3.59170  -0.36318  -2.18116  -0.08
C  3.84921  0.98482  -1.98239  -0.17
N  4.55290  1.73669  -2.83528  0.05
C  5.02113  1.13449  -3.93074  -0.16
C  4.81760  -0.20490  -4.22540  -0.08
H  3.90471  -2.01714  -3.51752  0.10
H  3.01772  -0.92386  -1.45546  0.08
H  3.47894  1.49613  -1.10324  0.05
H  5.59034  1.76960  -4.60214  0.10
H  5.22168  -0.63826  -5.13272  0.06
C  -4.92035  -3.10630  2.98109  -0.09
C  -6.05779  -3.89756  2.99308  -0.08
C  -7.06027  -3.61830  2.07729  -0.16
N  -6.99621  -2.62851  1.18514  0.05
C  -5.89317  -1.87727  1.19064  -0.14
C  -4.83222  -2.07409  2.06128  -0.09
H  -4.11268  -3.29112  3.67925  0.08
H  -6.16598  -4.71300  3.69579  0.10
H  -7.96731  -4.21266  2.04771  0.10
H  -5.86649  -1.07878  0.45729  0.10
H  -3.96254  -1.43436  2.01808  0.04
C  7.07205  -2.34574  -9.58238  -0.08
C  6.94455  -0.98650  -9.34901  -0.07
C  6.67143  -0.56542  -8.05707  -0.15
N  6.52037  -1.39444  -7.02312  0.05
C  6.64554  -2.69926  -7.26961  -0.15
C  6.92079  -3.22435  -8.52239  -0.07
H  7.28633  -2.71564  -10.57744  0.11
H  7.05454  -0.26801  -10.14990  0.10
H  6.56601  0.48933  -7.82641  0.11
H  6.51584  -3.34901  -6.41057  0.11
H  7.01338  -4.29273  -8.66297  0.10

Results
multiplicity: 1
maximum force: 2.3 eV/A
structure (SMILES): CCOP(=O)(CC[C@@](C#N)(COC(C)=O)[C@H](C#N)[C@H](Cl)[C@@H](C)Cl)OCC.c1ccncc1.c1ccncc1.c1ccncc1

=====

These records have HOMO-LUMO gap values of 8.03; 7.27; 4.72; 9.09 eV, in the order they appear.
These records have LUMO energy values of 0.19; -2.85; 4.11; 0.21 eV, in the order they appear.